No. 1
Below is a molecular structure, C6H5N5O8PtSSe, with properties calculated with ωB97M-V with the def2-TZVPD basis set.

Element x y z (Å)
Pt  0.01602  1.29912  0.06559
N  3.18493  -1.85738  -0.27201
C  2.98343  -0.53503  -0.24146
N  1.70128  -0.30074  -0.24088
C  1.11098  -1.54095  -0.27135
N  1.99858  -2.53350  -0.29365
C  -0.31950  -1.62798  -0.29611
C  -1.01166  -2.82103  -0.47206
N  -2.32397  -2.93276  -0.54243
C  -2.99362  -1.72925  -0.40854
C  -2.36898  -0.53188  -0.22574
N  -1.02134  -0.42881  -0.18478
H  4.05121  -2.36017  -0.26420
H  3.76193  0.21021  -0.23999
H  -0.42352  -3.73130  -0.55875
H  -4.07508  -1.76749  -0.42356
H  -2.91422  0.38921  -0.07366
O  -1.86321  2.29701  1.18644
Se  -1.43934  1.52297  2.60422
O  -1.17484  2.52418  3.84312
O  0.06214  0.88290  2.05682
O  -2.44033  0.30077  2.94587
O  0.61235  4.38085  -2.03453
S  1.14341  3.11595  -1.59473
O  0.13535  1.97130  -1.87234
O  1.16265  3.01720  -0.05361
O  2.44535  2.78661  -2.13768

Output
Energy above the lowest of the compared OMol25 structures with the same formula, charge and spin (kcal/mol): 0.0
Orbital gap (alpha / beta) (eV): 4.88 / 8.02
Multiplicity: 3
Expectation value of S²: 2.0239
Total charge: -2

No. 2
Below is C18H21F2N3OS in the gas phase, with properties calculated with ωB97M-V with the def2-TZVPD basis set.

Element x y z (Å)
C  -0.22207  1.61403  1.87483
C  0.50330  2.41463  0.84579
N  -0.20409  3.36447  0.17504
C  0.52091  4.01900  -0.65021
S  2.18314  3.54512  -0.70229
C  1.82521  2.34684  0.50388
C  2.88528  1.40108  0.95644
C  3.44601  0.59210  -0.22975
C  2.31603  -0.03582  -1.02362
O  1.70517  0.61100  -1.85950
N  2.01564  -1.33418  -0.79558
C  2.42580  -2.12854  0.34373
C  1.23253  -2.94583  0.86425
C  -0.05804  -2.14958  0.68842
C  -0.35788  -1.90457  -0.81166
N  -0.97148  -0.62014  -1.03955
C  -2.24863  -0.27588  -0.71020
C  -3.19922  -1.20642  -0.27352
C  -4.49289  -0.81606  0.01026
C  -4.86882  0.50658  -0.12773
F  -6.13740  0.87678  0.15607
C  -3.93375  1.44222  -0.55336
F  -4.28570  2.73331  -0.69048
C  -2.64086  1.06404  -0.84008
C  0.96694  -1.94653  -1.58595
H  0.43817  0.91416  2.37975
H  -0.64724  2.29021  2.61458
H  -1.04815  1.07537  1.41299
H  0.15304  4.80602  -1.27741
H  3.70771  1.95506  1.41799
H  2.46886  0.72974  1.71071
H  3.94854  1.28519  -0.90751
H  4.16847  -0.14689  0.11366
H  2.77989  -1.47106  1.13722
H  3.24761  -2.79915  0.05930
H  1.15153  -3.89296  0.32933
H  1.39145  -3.17701  1.91805
H  0.04949  -1.18126  1.18011
H  -0.88895  -2.66984  1.16354
H  -1.02008  -2.68877  -1.19822
H  -0.34105  0.13291  -1.27746
H  -2.93343  -2.24417  -0.15959
H  -5.22507  -1.53426  0.34345
H  -1.93461  1.81656  -1.15447
H  0.87117  -1.39267  -2.52103
H  1.25754  -2.97486  -1.81024

Output
Orbital gap (eV): 8.08
SMILES string: Cc1ncsc1CCC(=O)N1CCC[C@@H](Nc2ccc(F)c(F)c2)C1

No. 3
Below is C4H7NO2 in the gas phase, with properties calculated with ωB97M-V with the def2-TZVPD basis set.

Element x y z (Å)
N  -0.81133  -2.10532  0.55987
C  0.12524  -1.14181  0.33837
O  1.07304  -1.35044  -0.39884
C  -0.05990  0.22920  0.96818
C  0.41712  1.29862  -0.02301
C  0.31740  1.25156  -1.48732
O  -0.55740  2.06332  -0.71388
H  -0.67425  -2.95821  0.03943
H  -1.52141  -2.07879  1.27198
H  0.58814  0.28798  1.85335
H  -1.08043  0.41029  1.33463
H  1.26128  1.87624  0.35194
H  -0.12958  0.41102  -2.01715
H  1.05210  1.80635  -2.07754

Output
Energy above the lowest of the compared OMol25 structures with the same formula, charge and spin (kcal/mol): 37.1
Orbital gap (eV): 10.89
SMILES string: NC(=O)C[C@H]1CO1

No. 4
Below is a gas-phase ion, C6H10N (charge +1), with properties calculated with ωB97M-V with the def2-TZVPD basis set.

Element x y z (Å)
C  -0.89777  2.12247  -0.74098
C  -1.98411  1.44828  -0.30348
C  0.34752  0.78436  1.19312
C  -0.64223  1.09652  0.18486
C  -0.48820  -1.49147  0.53121
C  1.22627  -0.19608  -0.82839
N  0.13817  -0.17123  0.10461
H  -0.39206  2.85127  -1.32665
H  -3.00484  1.39777  -0.46484
H  1.23593  1.39216  1.18102
H  0.15696  0.26357  2.13041
H  0.16915  -1.88279  1.40072
H  -1.52126  -1.28718  0.90601
H  -0.51261  -2.04402  -0.44523
H  1.08653  -0.90301  -1.71499
H  1.38762  0.84835  -1.17558
H  2.24142  -0.55049  -0.39104

Output
Energy above the lowest of the compared OMol25 structures with the same formula, charge and spin (kcal/mol): 124.5
Orbital gap (alpha / beta) (eV): 7.60 / 9.06
Multiplicity: 3
Expectation value of S²: 2.0100
Total charge: +1

No. 5
Below is a molecular structure, C6H7NO, with properties calculated with ωB97M-V with the def2-TZVPD basis set.

Element x y z (Å)
C  -1.85668  -0.33682  0.05151
C  0.47453  -0.61036  0.77188
C  0.70641  0.89662  0.74178
C  0.56573  1.28467  -0.53942
C  0.50174  -0.27123  -1.12828
C  1.67044  -0.61816  -0.14718
H  -2.71938  -0.89855  -0.64825
H  -1.35795  0.81093  -0.16893
H  -2.32016  -0.28903  1.23942
H  0.46648  -1.27365  1.78673
H  0.99080  1.33789  1.68840
H  0.14612  2.18947  -1.17987
H  0.33020  -0.66138  -2.10770
N  -0.52173  -0.98259  -0.29384
O  2.92345  -0.57783  -0.06624

Output
Energy above the lowest of the compared OMol25 structures with the same formula, charge and spin (kcal/mol): 155.8
Orbital gap (eV): 9.59

No. 6
Below is a molecular structure, C4H11ClGeO5Pt, with properties calculated with ωB97M-V with the def2-TZVPD basis set.

Element x y z (Å)
Pt  1.95891  0.45324  -1.06984
O  2.39163  3.84283  -2.73749
Cl  1.41996  2.95649  -2.24002
O  0.10282  3.44923  -2.33146
O  1.52959  1.61031  -2.88270
O  1.73040  2.57468  -0.81699
C  0.34978  -0.04243  2.21122
Ge  -0.59300  -0.85172  0.70919
C  -2.51412  -0.49984  0.84903
C  -0.26903  -2.76599  0.56833
C  -0.05034  0.06356  -0.95673
H  -0.06792  -0.39603  3.15415
H  0.25305  1.04351  2.18107
H  1.40754  -0.30066  2.18130
H  -2.92041  -0.97652  1.74152
H  -3.04513  -0.89225  -0.01854
H  -2.70729  0.57110  0.91501
H  -0.64944  -3.27603  1.45397
H  0.79671  -2.96393  0.47714
H  -0.77907  -3.17513  -0.30444
H  -0.50369  1.05255  -1.03965
H  -0.26980  -0.51042  -1.85717
O  2.42882  -0.96657  -0.18688

Output
Orbital gap (alpha / beta) (eV): 7.90 / 7.88

No. 7
Below is 2 unconnected molecules or ions with the total composition C8H10O2P, with properties calculated with ωB97M-V with the def2-TZVPD basis set.

Element x y z (Å)
C  2.87008  -1.11414  -0.04468
C  1.73075  -1.81702  0.37945
C  2.68761  0.21738  -0.21992
C  0.49310  -1.26339  0.45308
C  1.40873  0.73318  -0.40518
C  0.21089  0.05457  -0.06253
C  -1.51803  1.89614  -0.46148
C  -1.15737  0.58010  0.09866
O  -2.36316  -1.23472  -1.26550
O  -3.85431  0.23141  0.14643
P  -2.58016  -0.55607  0.05279
H  3.77976  -1.60954  -0.35689
H  1.90856  -2.91228  0.74531
H  3.50142  0.76209  -0.52159
H  -0.35941  -1.75679  0.65803
H  1.44095  1.73493  -0.94722
H  -1.55451  1.79744  -1.60166
H  -2.45184  2.14740  -0.11265
H  -0.66419  2.54473  -0.16796
H  -0.95921  0.99442  2.45457
H  -2.56963  -1.42987  1.17896

Output
Energy above the lowest of the compared OMol25 structures with the same formula, charge and spin (kcal/mol): 92.9
Orbital gap (alpha / beta) (eV): 6.53 / 7.79
Total charge: -1

No. 8
Below is C4H9NO2 in the gas phase, with properties calculated with ωB97M-V with the def2-TZVPD basis set.

Element x y z (Å)
C  0.88078  2.32455  -0.60146
C  0.49601  0.87636  -0.59458
O  1.45896  0.09676  -1.25817
C  0.14623  0.29917  0.76242
C  -0.70054  -0.96361  0.60606
N  -2.04622  -0.75402  0.80493
O  -0.21960  -2.06341  0.44366
H  1.74026  2.52311  0.04947
H  1.18240  2.64255  -1.60191
H  0.13599  3.03324  -0.24448
H  -0.43163  0.93975  -1.19103
H  1.00382  -0.70150  -1.56554
H  1.03118  0.00114  1.34026
H  -0.37051  0.96569  1.46398
H  -2.31157  0.02828  1.38131
H  -2.66251  -1.54843  0.84800

Output
Energy above the lowest of the compared OMol25 structures with the same formula, charge and spin (kcal/mol): 17.6
Orbital gap (eV): 10.60
SMILES string: C[C@@H](O)CC(N)=O

No. 9
Below is a molecular structure, C3H3N3O, with properties calculated with ωB97M-V with the def2-TZVPD basis set.

Element x y z (Å)
O  0.51381  -0.89861  -1.12721
C  0.94288  -0.48869  0.66742
N  1.15940  0.83157  0.70284
N  -0.06742  1.46406  0.22080
C  -0.95060  0.63558  -0.15670
C  -0.56410  -0.89994  -0.35401
N  0.00146  -1.16338  1.09819
H  1.95318  1.21754  0.20632
H  -1.89214  1.03765  -0.52581
H  -1.41057  -1.56114  -0.58099

Output
Energy above the lowest of the compared OMol25 structures with the same formula, charge and spin (kcal/mol): 135.1
Orbital gap (eV): 9.10

No. 10
Below is C3H5NOS in the gas phase, with properties calculated with ωB97M-V with the def2-TZVPD basis set.

Element x y z (Å)
C  -1.75673  -0.59888  -0.11487
C  -0.25941  -0.42317  -0.00724
N  0.56392  -1.32037  0.04584
S  2.15459  -0.89667  -0.09845
C  1.53993  1.01958  0.02156
O  0.12864  0.90716  -0.11624
H  -2.16581  0.14509  -0.82925
H  -2.02502  -1.74532  -0.06319
H  -1.99283  -0.11136  0.89711
H  1.71981  1.34144  1.00448
H  2.09291  1.68250  -0.73975

Output
Energy above the lowest of the compared OMol25 structures with the same formula, charge and spin (kcal/mol): 46.2
Orbital gap (eV): 9.20
SMILES string: CC1=NSCO1

No. 11
Below is 4 unconnected molecules or ions with the total composition C30H40N3O13, with properties calculated with ωB97M-V with the def2-TZVPD basis set.

Element x y z (Å)
C  5.65735  4.41857  -3.19674
C  4.76942  3.18002  -3.06080
C  3.29403  3.54151  -2.82255
C  2.54263  3.84170  -4.13709
O  1.28447  3.15745  -4.21211
C  0.28525  3.70294  -3.40745
C  -0.39847  4.84212  -4.18399
N  -1.73689  5.09976  -3.57007
C  -2.31288  6.49169  -3.90046
N  -2.19658  7.44955  -2.85568
C  -0.90294  8.14133  -2.75821
C  -2.63518  4.00222  -4.05460
C  -1.96473  2.61371  -3.91525
C  -0.75945  2.64523  -2.96392
C  -0.10446  1.28328  -2.74136
N  -1.03245  0.13551  -2.82242
H  5.38624  4.98011  -4.09443
H  6.69828  4.11976  -3.31401
H  5.54951  5.06382  -2.32606
H  4.83376  2.58154  -3.97143
H  5.11417  2.57266  -2.22332
H  2.79062  2.69662  -2.34834
H  3.23861  4.42091  -2.17721
H  2.40606  4.91701  -4.28815
H  3.11629  3.45112  -4.97585
H  0.70032  4.13706  -2.48435
H  0.21202  5.73912  -4.22671
H  -0.57418  4.49318  -5.20166
H  -1.63246  5.08032  -2.55558
H  -1.81303  6.85126  -4.79675
H  -3.36704  6.32779  -4.12499
H  -2.47327  7.07814  -1.95529
H  -0.87540  8.72300  -1.83946
H  -0.80037  8.84102  -3.58533
H  -0.04538  7.46035  -2.73168
H  -2.78407  4.21228  -5.11265
H  -3.58910  4.05970  -3.53626
H  -1.70964  2.21169  -4.89436
H  -2.72882  1.95543  -3.50677
H  -1.14006  2.98884  -1.99376
H  0.31273  1.30702  -1.73401
H  0.71902  1.10595  -3.42783
H  -0.68535  -0.54246  -2.14820
H  -1.96540  0.37830  -2.51160
C  1.20470  -3.59254  0.53266
C  2.23423  -3.74593  1.37695
C  3.22670  -2.64545  1.63341
O  4.12225  -2.86053  2.42405
C  3.06067  -1.38393  0.92132
C  2.03158  -1.23344  0.08435
C  1.02352  -2.33285  -0.15586
O  0.09581  -2.11847  -0.92617
O  1.80857  -0.10278  -0.59786
O  2.46174  -4.86409  2.05809
H  0.48681  -4.37366  0.34625
H  3.78531  -0.60249  1.10194
H  1.00249  -0.27465  -1.11417
H  3.26691  -4.70568  2.58901
C  -5.11405  -4.11945  1.90393
C  -3.95254  -3.73218  1.36365
C  -2.63405  -4.24656  1.86875
O  -1.62251  -3.83925  1.32168
C  -2.61566  -5.17894  2.97339
C  -3.77540  -5.56703  3.52072
C  -5.10411  -5.06521  3.01216
O  -6.10571  -5.48138  3.55962
O  -3.85591  -6.41139  4.54126
O  -3.85386  -2.87383  0.35103
H  -6.07093  -3.76011  1.55292
H  -1.64536  -5.51928  3.30585
H  -4.80767  -6.52168  4.73305
H  -2.89830  -2.79725  0.15850
C  1.68993  -6.08050  7.93169
C  0.61516  -5.86268  8.70259
C  -0.75320  -5.61745  8.11895
O  -1.67145  -5.44367  8.89646
C  -0.89823  -5.59967  6.67206
C  0.17743  -5.81669  5.90732
C  1.54070  -6.08028  6.48913
O  2.45106  -6.27288  5.70278
O  0.14856  -5.82081  4.57646
O  0.65957  -5.84487  10.02747
H  2.67435  -6.25802  8.34067
H  -1.88227  -5.41819  6.26247
H  1.06292  -6.01877  4.28993
H  -0.25295  -5.67362  10.33026

Output
Orbital gap (eV): 7.71
Total charge: +1

No. 12
Below is a gas-phase ion, C11H14N3O4PS (charge +2), with properties calculated with ωB97M-V with the def2-TZVPD basis set.

Element x y z (Å)
C  6.47876  0.19612  -0.09264
S  5.67601  -1.53760  -0.06842
O  6.13125  -2.25967  -1.35946
O  6.13742  -2.26070  1.23191
N  3.92639  -1.21324  -0.07820
C  3.24415  -1.11143  -1.42751
C  1.61642  -0.76377  -1.56981
C  0.76689  -0.52058  -0.17959
C  -0.83419  -0.12192  -0.09863
C  -1.66166  0.11757  1.33255
C  -3.23865  0.55753  1.27977
N  -4.05362  0.76063  -0.01519
P  -5.75515  1.23621  0.21269
N  -6.61076  1.43248  -1.14368
O  -6.57935  -0.04501  1.12428
O  -5.89401  2.77042  1.09768
C  -3.33360  0.55334  -1.32815
C  -1.72902  0.10319  -1.46900
C  1.59540  -0.67943  1.24644
C  3.21106  -1.02863  1.24194
H  6.35800  0.63456  -1.19528
H  7.61222  0.17373  0.19840
H  5.80855  0.84155  0.64220
H  3.81315  -1.25466  -2.46273
H  1.09049  -0.67988  -2.63138
H  -1.04838  -0.03316  2.32487
H  -3.77760  0.72421  2.32751
H  -5.96165  1.26665  -1.94282
H  -7.49151  0.37719  1.30422
H  -5.18790  2.71936  1.81275
H  -3.89196  0.72378  -2.34195
H  -1.26509  -0.03697  -2.54024
H  1.07757  -0.51877  2.29840
H  3.77038  -1.12308  2.26909

Output
Orbital gap (eV): 5.19
Total charge: +2